Here is a cluster of 3 separate species, C20H37BO6 in total from the OMol25 dataset. Energies are from wB97M-V/def2-TZVPD.

Positions of all 64 atoms, in Å:
C1 3.3705 -0.2953 0.6786
B1 1.9045 -0.5642 0.2098
O1 1.4798 -1.8870 0.1333
C2 0.8425 0.5519 -0.2418
C3 0.8552 1.8685 0.5356
C4 2.0584 2.7123 0.1798
C5 2.1611 3.2356 -1.1152
C6 3.2589 3.9972 -1.5016
C7 4.2726 4.2424 -0.5786
C8 4.1752 3.7540 0.7208
C9 3.0716 2.9909 1.0935
O2 -0.4814 -0.0636 -0.3067
C10 -1.3204 0.2981 0.6784
O3 -1.2119 -0.0452 1.8031
O4 -2.3308 1.0754 0.2906
C11 -2.5006 1.3156 -1.1103
C12 -3.7613 2.1278 -1.3752
C13 -3.6928 2.5106 -2.8608
C14 -3.8959 3.4056 -0.5294
C15 -4.3442 3.1137 0.9140
C16 -2.6710 4.3221 -0.5795
H1 3.9399 -1.2183 0.7285
H2 3.4465 0.2087 1.6400
H3 3.8839 0.3507 -0.0351
H4 1.3052 -2.1028 -0.7905
H5 1.0830 0.8031 -1.2778
H6 -0.0106 2.4764 0.2766
H7 0.8276 1.7142 1.6102
H8 1.3620 3.0300 -1.8165
H9 3.3164 4.3801 -2.5071
H10 5.1311 4.8204 -0.8892
H11 4.9619 3.9539 1.4316
H12 2.9871 2.6054 2.0985
H13 -1.6549 1.8636 -1.5145
H14 -2.5811 0.3844 -1.6622
H15 -4.6363 1.4954 -1.2394
H16 -2.7380 2.9717 -3.1004
H17 -3.7499 1.6130 -3.4741
H18 -4.5018 3.1844 -3.1145
H19 -4.7202 3.9628 -0.9747
H20 -5.0560 2.2946 0.8875
H21 -4.7997 3.9993 1.3438
H22 -3.4984 2.7923 1.5095
H23 -2.5425 4.8445 0.3642
H24 -1.7389 3.8050 -0.7911
H25 -2.7939 5.0880 -1.3414
C17 2.5488 -5.5444 0.5220
C18 3.3688 -5.3050 -0.7304
O5 2.6198 -4.5829 -1.7094
H26 1.6387 -6.0927 0.2846
H27 3.1138 -6.1110 1.2634
H28 2.2489 -4.5945 0.9688
H29 3.6599 -6.2447 -1.1972
H30 4.2813 -4.7489 -0.4883
H31 2.3484 -3.7603 -1.2946
C19 -2.2457 -5.6901 1.3958
C20 -1.3877 -5.9433 2.6221
O6 -0.0403 -5.5292 2.4177
H32 -1.8349 -6.2127 0.5312
H33 -3.2705 -6.0287 1.5562
H34 -2.2684 -4.6246 1.1555
H35 -1.3517 -7.0074 2.8503
H36 -1.8025 -5.4223 3.4917
H37 -0.0494 -4.5855 2.2262

Atoms 1-6, force components in eV/Å:
C 0.1 0.0 -0.1
B -0.2 -0.2 0.4
O 0.8 0.1 -0.5
C 0.4 -0.4 0.2
C 0.4 0.4 0.0
C 0.3 0.1 -0.3

Its LUMO energy is 0.34 eV. Its SMILES is CB(O)[C@H](Cc1ccccc1)OC(=O)OC[C@H](C)C(C)C.CCO.CCO. The calculation puts the largest force on an atom at 1.49 eV/Å. The value obtained for the total energy is -1260.5821 Eh.